Entry from the Open Molecules 2025 dataset: an isolated molecule of C7H15NO (ωB97M-V/def2-TZVPD).

**SMILES string**: CC(C)[C@@H]1OC[C@@]1(C)N
**ΔE to the lowest compared entry with this formula, charge and spin**: 132.8 kJ/mol
**E_tot**: -11039.29837 eV
**Lowest unoccupied orbital energy**: 0.996 eV
**Max |F|**: 0.7 eV/A

ORCA input file:
```
! RIJCOSX wB97M-V def2-TZVPD def2/J DEFGRID3
* xyz 0 1
C 0.41 -0.80 0.99
C -0.06 -0.49 -0.46
C -0.49 0.91 -0.87
C -0.64 -1.94 0.90
C 0.07 0.22 2.06
C 0.74 1.80 -1.06
C -1.30 0.82 -2.16
N 1.81 -1.14 1.08
O -1.14 -1.43 -0.33
H 0.67 -0.87 -1.19
H -1.13 1.33 -0.09
H 2.05 -1.87 0.42
H 2.05 -1.46 2.01
H -0.21 -2.94 0.78
H -1.40 -1.97 1.68
H 0.23 -0.23 3.04
H -0.96 0.53 1.98
H 0.72 1.09 1.97
H 1.34 1.44 -1.89
H -1.69 1.80 -2.44
H 1.35 1.79 -0.16
H 0.43 2.82 -1.27
H -0.69 0.45 -2.97
H -2.14 0.14 -2.02
*
```